Record 1
ORCA calculation (ωB97M-V with the def2-TZVPD basis set) on one molecule with the formula C3HNS in a non-equilibrium geometry.

## Properties
- HOMO (eV) = -9.79

Geometry as ORCA input:
```
! wB97M-V def2-TZVPD RIJCOSX def2/J DEFGRID3
* xyz 0 1
N 0.60328 1.94472 -0.22476
C -0.05171 1.01410 -0.25035
C 0.46160 -0.66120 1.01086
C -0.49330 -0.31831 -0.00043
H -1.47916 -0.50344 -0.17033
S 0.95929 -1.47587 -0.36499
*
```


Record 2
ORCA calculation (ωB97M-V with the def2-TZVPD basis set) on C3HNaO2 as an isolated structure in a non-equilibrium geometry.

## Properties
- HOMO (eV) = -6.83

Geometry as ORCA input:
```
! wB97M-V def2-TZVPD RIJCOSX def2/J DEFGRID3
* xyz 0 1
H -2.31631 -0.76740 -0.35388
O 0.15554 1.66546 0.16590
C 1.49791 -1.10089 0.51064
C -0.80883 0.97764 -0.25792
C -1.58466 0.01088 -0.24756
O 0.88569 -2.00708 0.81795
Na 2.17065 1.22138 -0.63513
*
```


Record 3
ORCA calculation (ωB97M-V with the def2-TZVPD basis set) on C3HNaO2 as an isolated structure in a non-equilibrium geometry.

## Properties
- ⟨S²⟩ = 0.773
- HOMO (alpha / beta) (eV) = -13.48 / -14.06

Geometry as ORCA input:
```
! wB97M-V def2-TZVPD RIJCOSX def2/J DEFGRID3
* xyz 1 2
Na -4.04901 0.16736 -0.63140
C -1.23182 0.01395 -0.07377
H 2.96904 -1.73948 0.85975
C -0.00351 -0.02893 0.15126
C 1.62244 -0.39926 0.87626
O 2.01462 -1.59688 0.72263
O 1.55578 0.40988 -0.05160
*
```


Record 4
ORCA calculation (ωB97M-V with the def2-TZVPD basis set) on C3HNaO3Rb as an isolated structure in a non-equilibrium geometry.

## Properties
- ⟨S²⟩ = 0.765
- HOMO (alpha / beta) (eV) = -6.52 / -6.17

Geometry as ORCA input:
```
! wB97M-V def2-TZVPD RIJCOSX def2/J DEFGRID3
* xyz 0 2
C 2.24135 -1.21754 0.60082
C -0.89802 0.36665 -0.06584
Rb -4.80781 -0.21363 -1.14779
C 2.24075 0.02124 0.55041
O -1.89350 0.97422 0.45011
O -1.07269 -0.53286 -0.94053
O 0.29761 0.73321 0.34437
H 2.15370 -2.27483 0.79624
Na 1.73861 2.14355 -0.58778
*
```


Record 5
ORCA calculation (ωB97M-V with the def2-TZVPD basis set) on C3HO2Pb as an isolated structure in a non-equilibrium geometry.

## Properties
- HOMO (eV) = -15.04

Geometry as ORCA input:
```
! wB97M-V def2-TZVPD RIJCOSX def2/J DEFGRID3
* xyz 1 1
C 0.54953 0.15458 -0.03158
C -0.87216 -0.12430 -0.00177
O 0.96452 1.35047 -0.02693
Pb 2.97953 0.64064 -0.05547
O 1.39074 -0.79113 -0.01742
C -2.04640 -0.34941 0.18062
H -2.96575 -0.88084 -0.04745
*
```


Record 6
ORCA calculation (ωB97M-V with the def2-TZVPD basis set) on an isolated ion of composition C3HO3S and charge -1 in a non-equilibrium geometry.

## Properties
- HOMO (eV) = -3.58
- structure (SMILES) = O=c1socc1[O-]

Geometry as ORCA input:
```
! wB97M-V def2-TZVPD RIJCOSX def2/J DEFGRID3
* xyz -1 1
O 1.54455 1.03291 -0.36956
O -0.78877 3.51537 1.14602
H 0.13917 -0.76411 -0.19599
C -0.27106 2.54386 0.64900
C -0.88559 1.15652 0.50353
S 1.37289 2.57816 0.00845
C -0.02489 0.27264 -0.03870
O -2.07602 1.00184 0.84669
*
```


Record 7
ORCA calculation (ωB97M-V with the def2-TZVPD basis set) on C3HO3S as an isolated structure in a non-equilibrium geometry.

## Properties
- HOMO (eV) = -3.26

Geometry as ORCA input:
```
! wB97M-V def2-TZVPD RIJCOSX def2/J DEFGRID3
* xyz -1 1
C -0.30724 -0.59842 -0.85142
S 1.17852 0.54631 -1.09600
O 1.09703 -2.57583 -0.37309
O 3.06735 -0.38082 0.92436
C 1.98549 0.06493 0.84223
C 0.44493 -1.61905 -0.67261
O 0.98775 0.33756 1.40393
H -1.19476 -0.11535 -0.75628
*
```


Record 8
ORCA calculation (ωB97M-V with the def2-TZVPD basis set) on a 2-piece molecular cluster, C3HO4 overall in a non-equilibrium geometry.

## Properties
- HOMO (eV) = -2.08

Geometry as ORCA input:
```
! wB97M-V def2-TZVPD RIJCOSX def2/J DEFGRID3
* xyz -1 1
H 0.15209 0.45540 -0.54869
O 0.92824 -1.41566 -0.54263
C 0.35834 -0.17330 1.40536
O 0.46872 0.39983 2.47797
O -2.45474 -1.01350 0.43028
C -1.79305 -1.70885 1.11660
O -1.38208 -2.60296 1.75211
C 0.49469 -0.42890 0.13480
*
```


Record 9
ORCA calculation (ωB97M-V with the def2-TZVPD basis set) on an isolated ion of composition C3HO4 and charge -1 in a non-equilibrium geometry.

## Properties
- HOMO (eV) = -3.66
- structure (SMILES) = O=C([O-])[C@]12O[C@H]1O2

Geometry as ORCA input:
```
! wB97M-V def2-TZVPD RIJCOSX def2/J DEFGRID3
* xyz -1 1
O 2.23758 0.99782 0.40171
C 1.64710 -0.03267 0.09814
O -0.85523 1.03262 -0.27136
O 1.95421 -1.19726 -0.01691
C 0.08415 0.09948 -0.09412
H -2.54098 0.06055 0.25121
O -0.76361 -0.91638 0.00251
C -1.76322 -0.04417 -0.37118
*
```


Record 10
ORCA calculation (ωB97M-V with the def2-TZVPD basis set) on an isolated ion of composition C3HOS and charge -1 in a non-equilibrium geometry.

## Properties
- HOMO (eV) = -3.24
- structure (SMILES) = [O-]C=C=C=S

Geometry as ORCA input:
```
! wB97M-V def2-TZVPD RIJCOSX def2/J DEFGRID3
* xyz -1 1
S -0.38607 2.61670 1.11351
O 0.79394 -1.57649 0.42206
H -0.55447 -1.68863 -1.02178
C -0.09049 0.36112 -0.45568
C 0.15938 1.30371 0.34003
C 0.07772 -1.01640 -0.39813
*
```


Record 11
ORCA calculation (ωB97M-V with the def2-TZVPD basis set) on C3LiO6Pm as an isolated structure in a non-equilibrium geometry.

## Properties
- ⟨S²⟩ = 6.010
- HOMO (alpha / beta) (eV) = -17.31 / -17.33

Geometry as ORCA input:
```
! wB97M-V def2-TZVPD RIJCOSX def2/J DEFGRID3
* xyz 2 5
O 0.14496 0.60145 2.85575
C -0.96720 -1.47966 -1.36588
O -0.87828 -2.10809 -0.25305
C -0.06380 -0.20067 -1.41623
O 0.32326 2.90866 2.67585
O -1.59663 -1.81027 -2.35291
C 0.14364 1.77982 2.83005
O 0.66720 0.01436 -0.36315
Pm 0.41608 -1.48558 1.43654
Li 1.76073 1.27069 -1.63782
O 0.05005 0.50928 -2.40914
*
```


Record 12
ORCA calculation (ωB97M-V with the def2-TZVPD basis set) on a 2-piece molecular cluster, C3N2O overall in a non-equilibrium geometry.

## Properties
- HOMO (eV) = -11.19

Geometry as ORCA input:
```
! wB97M-V def2-TZVPD RIJCOSX def2/J DEFGRID3
* xyz 0 1
C 2.01035 0.95370 -0.32630
C -0.64958 0.41697 -0.04172
O 2.27326 -0.07293 0.16016
N 0.05101 1.32508 -0.20011
N -1.94185 -1.69957 0.39182
C -1.37468 -0.73066 0.14199
*
```


| no. | E (eV) |
| --- | --- |
| 1 | -15447.7546 |
| 2 | -11636.1890 |
| 3 | -11624.0212 |
| 4 | -14336.6771 |
| 5 | -12460.4475 |
| 6 | -20103.7601 |
| 7 | -20104.7503 |
| 8 | -11316.5041 |
| 9 | -11315.1702 |
| 10 | -16008.9649 |
| 11 | -32140.8417 |
| 12 | -8135.6256 |